No. 1
Here is C17H23CoN2O5Si as an isolated structure from OMol25. Energies are from ωB97M-V/def2-TZVPD.

Each line ends with the Mulliken charge.
CARTESIAN COORDINATES (ANGSTROEM)
Co  0.14  0.19  0.03  -0.154
O  1.13  -0.69  -3.76  -0.770
C  0.87  -0.81  -2.57  0.017
O  0.04  -0.09  -1.90  -0.585
C  1.46  -1.98  -1.79  -0.050
C  0.38  -2.58  -0.88  -0.138
C  0.79  -3.98  -0.41  -1.095
C  1.89  -3.64  0.63  -0.944
C  1.93  -2.12  0.55  -0.349
O  0.52  -1.79  0.34  0.000
C  2.59  -1.65  -0.75  0.143
C  3.00  -0.17  -0.60  -0.029
O  4.10  0.18  -1.01  -0.784
O  2.15  0.54  0.04  -0.391
H  1.82  -2.70  -2.52  0.564
H  -0.63  -2.49  -1.25  0.640
H  1.15  -4.58  -1.24  0.404
H  -0.05  -4.49  0.06  0.369
H  2.86  -4.08  0.40  0.437
H  1.59  -3.96  1.63  0.277
H  2.29  -1.61  1.44  0.760
H  3.50  -2.20  -0.98  0.446
C  0.06  3.30  -1.74  -1.164
C  -0.90  3.05  -0.62  0.793
C  -1.91  3.93  -0.26  -0.845
C  -2.75  3.59  0.80  -0.190
C  -2.59  2.41  1.50  -0.887
C  -1.53  1.57  1.11  0.292
N  -0.74  1.92  0.07  0.287
N  -1.14  0.36  1.59  0.233
Si  -0.89  -0.05  3.23  0.040
C  -2.39  0.23  4.33  -1.184
C  0.50  0.97  3.93  -1.063
C  -0.45  -1.86  3.37  -0.859
H  -0.46  3.62  -2.64  0.367
H  0.63  2.40  -1.95  0.136
H  0.77  4.09  -1.46  0.259
H  -2.04  4.85  -0.81  0.433
H  -3.56  4.26  1.07  0.397
H  -3.25  2.13  2.30  0.429
H  -2.71  1.28  4.33  0.302
H  -2.13  -0.03  5.36  0.294
H  -3.24  -0.38  4.03  0.305
H  0.18  2.01  4.08  0.323
H  1.33  0.99  3.22  0.323
H  0.87  0.60  4.89  0.369
H  -1.14  -2.47  2.79  0.242
H  -0.50  -2.18  4.41  0.478
H  0.55  -2.04  2.99  0.123

The value obtained for the LUMO energy (alpha / beta) is 2.9 / 2.9 eV. For the total energy, the calculation gives -76729.98613 eV. For the highest occupied orbital energy (alpha / beta), the calculation gives -4.88 / -4.95 eV. Its multiplicity is 2. The frontier orbital gap (alpha / beta) comes out at 7.8 / 7.8 eV. As for the net charge: -1.

***

No. 2
Here is C25H49NOP3Ti as an isolated structure in a non-equilibrium geometry from OMol25. Energies are from ωB97M-V/def2-TZVPD.

Each line ends with the Mulliken charge.
CARTESIAN COORDINATES (ANGSTROEM)
Ti  -0.01  0.08  -1.02  -1.247
P  0.20  -2.50  -1.34  1.389
P  0.12  2.48  -1.07  1.934
N  -0.10  0.06  -3.27  -0.423
C  0.20  -2.45  -3.17  -1.037
H  0.80  -3.28  -3.58  0.311
H  -0.83  -2.57  -3.49  0.432
C  0.62  -1.14  -3.82  -1.253
H  1.68  -1.02  -3.87  0.474
H  0.36  -1.18  -4.90  0.558
C  0.58  1.31  -3.68  -1.260
H  0.29  1.44  -4.74  0.601
H  1.65  1.17  -3.73  0.420
C  0.21  2.56  -2.88  -1.031
H  -0.78  2.82  -3.25  0.441
H  0.91  3.37  -3.16  0.259
C  1.65  3.41  -0.55  0.437
C  2.00  3.18  0.92  -1.172
H  2.89  3.79  1.14  0.538
H  2.25  2.13  1.14  0.130
H  1.19  3.50  1.59  0.137
C  -1.39  3.41  -0.60  0.413
C  -1.43  3.69  0.90  -1.386
H  -2.45  4.03  1.13  0.556
H  -0.73  4.49  1.19  0.200
H  -1.25  2.80  1.52  0.007
C  -1.28  -3.58  -0.94  0.447
C  -1.27  -4.11  0.50  -1.592
H  -2.29  -4.46  0.76  0.467
H  -1.00  -3.36  1.24  0.201
H  -0.61  -4.99  0.62  0.315
C  1.71  -3.55  -1.02  0.411
C  2.11  -3.59  0.45  -1.167
H  2.97  -4.27  0.57  0.508
H  1.30  -3.97  1.09  0.185
H  2.42  -2.61  0.82  0.115
C  1.81  0.07  -0.62  0.500
O  3.00  0.05  -0.52  -0.374
C  -1.67  4.66  -1.43  -1.468
H  -0.94  5.45  -1.24  0.267
H  -1.71  4.45  -2.51  0.316
H  -2.66  5.01  -1.13  0.493
C  -1.59  -4.73  -1.91  -1.532
H  -2.58  -5.14  -1.65  0.484
H  -1.64  -4.42  -2.96  0.325
H  -0.89  -5.56  -1.82  0.260
C  1.66  -4.97  -1.59  -1.592
H  2.67  -5.40  -1.52  0.490
H  1.00  -5.63  -1.01  0.290
H  1.37  -5.02  -2.65  0.321
C  1.58  4.90  -0.89  -1.585
H  0.88  5.44  -0.23  0.286
H  2.58  5.31  -0.73  0.505
H  1.31  5.09  -1.94  0.347
H  2.44  2.94  -1.17  0.608
H  2.48  -2.99  -1.57  0.578
H  -2.20  2.70  -0.82  0.321
H  -2.12  -2.86  -1.02  0.448
H  -0.92  0.08  -3.93  0.402
H  -0.97  1.04  -0.19  0.117
C  1.12  -0.84  2.39  -1.434
P  -0.18  0.35  1.87  2.013
C  -1.59  -0.72  1.30  -1.567
C  -0.82  0.71  3.58  0.703
C  -0.71  1.96  4.21  -0.255
C  -1.03  2.10  5.56  -0.653
C  -1.49  1.00  6.31  -0.560
C  -1.62  -0.24  5.69  -0.740
C  -1.31  -0.39  4.34  -0.397
H  1.99  -0.76  1.73  0.414
H  0.73  -1.86  2.39  0.273
H  1.44  -0.57  3.41  0.598
H  -1.78  -1.52  2.02  0.465
H  -2.49  -0.08  1.23  0.348
H  -1.41  -1.19  0.30  0.152
H  -0.35  2.83  3.65  0.171
H  -0.92  3.07  6.05  0.419
H  -1.73  1.12  7.37  0.386
H  -1.96  -1.12  6.26  0.397
H  -1.43  -1.38  3.89  0.144

The value obtained for the LUMO energy (alpha / beta) is -7.0 / -7.0 eV. For the total energy, the calculation gives -81223.41545 eV. For the highest occupied orbital energy (alpha / beta), the calculation gives -14.08 / -14.12 eV. Its multiplicity is 2. The frontier orbital gap (alpha / beta) comes out at 7.0 / 7.1 eV. The value obtained for the energy relative to the best compared isomer or geometry (same formula, charge and spin) is 0.0 kJ/mol. As for the net charge: +2.

***

No. 3
Here is a 7-piece molecular cluster, C13H42N2O7 overall in a non-equilibrium geometry from OMol25. Energies are from ωB97M-V/def2-TZVPD.

Each line ends with the Mulliken charge.
CARTESIAN COORDINATES (ANGSTROEM)
C  9.40  -13.27  8.96  -0.851
O  10.63  -13.23  8.28  -0.261
C  10.38  -13.38  6.86  -0.997
C  11.42  -12.69  6.14  1.842
C  11.18  -11.22  6.08  -1.683
N  11.46  -13.30  4.80  -0.442
H  8.84  -14.16  8.73  0.340
H  8.80  -12.38  8.71  0.321
H  9.63  -13.24  10.02  0.237
H  10.36  -14.43  6.62  0.280
H  9.41  -12.96  6.61  0.489
H  12.40  -12.93  6.65  -0.869
H  12.06  -10.56  5.71  0.314
H  10.94  -10.77  7.00  0.418
H  10.40  -11.08  5.34  0.470
H  11.39  -12.49  4.22  0.255
H  12.37  -13.72  4.60  0.188
C  10.35  -20.28  2.18  -0.706
O  9.41  -19.22  2.16  -0.319
C  8.41  -19.33  3.25  -0.726
C  7.96  -17.91  3.66  0.783
C  8.85  -17.17  4.60  -1.155
N  6.67  -17.90  4.26  -0.713
H  10.84  -20.41  3.18  0.299
H  11.17  -20.00  1.44  0.209
H  9.96  -21.24  1.86  0.322
H  7.52  -19.86  2.83  0.252
H  8.91  -19.87  4.06  0.329
H  7.84  -17.40  2.72  0.251
H  8.69  -17.63  5.61  0.401
H  8.60  -16.12  4.68  0.195
H  9.96  -17.22  4.40  0.072
H  6.53  -18.38  5.14  0.196
H  5.89  -18.21  3.66  0.265
C  9.49  -14.79  1.77  -0.381
O  8.37  -14.53  1.02  -0.536
H  10.27  -14.03  1.58  0.393
H  9.11  -14.83  2.78  0.031
H  10.11  -15.70  1.46  0.218
H  8.58  -14.17  0.18  0.286
C  12.19  -17.30  7.86  -0.790
O  11.86  -16.17  7.05  -0.061
H  13.26  -17.38  8.01  0.268
H  11.75  -17.20  8.91  0.238
H  11.72  -18.18  7.35  0.262
H  12.21  -15.34  7.49  0.205
C  16.63  -16.30  5.93  -0.632
O  15.46  -15.48  5.86  -0.487
H  16.26  -17.38  6.11  0.256
H  17.15  -16.36  4.93  0.231
H  17.23  -15.93  6.80  0.257
H  14.73  -15.98  5.45  0.426
C  13.10  -16.53  3.33  -0.564
O  13.23  -16.52  4.72  -0.539
H  12.77  -17.50  2.91  0.187
H  12.37  -15.84  2.95  0.087
H  14.03  -16.25  3.00  0.460
H  12.45  -16.61  5.26  0.148
C  14.66  -13.29  8.45  -0.595
O  14.28  -14.61  8.24  -0.433
H  14.66  -13.07  9.51  0.286
H  15.73  -13.04  8.15  0.249
H  14.02  -12.47  8.03  0.157
H  14.48  -14.90  7.32  0.368

The value obtained for the LUMO energy is 0.7 eV. Its structure (SMILES) is COC[C@H](C)N.COC[C@H](C)N.CO.CO.CO.CO.CO. For the total energy, the calculation gives -31470.55853 eV. For the highest occupied orbital energy, the calculation gives -9.04 eV. The frontier orbital gap comes out at 9.8 eV. The value obtained for the energy relative to the best compared isomer or geometry (same formula, charge and spin) is 150.7 kJ/mol.